Molecular formula: C23H63BF4N9O11
Method: DFT, the ωB97M-V functional and the def2-TZVPD basis

The geometry in XYZ format:
```
111
Properties=species:S:1:pos:R:3:forces:R:3
B -6.609 29.279 30.383 1.3931 -0.8715 0.0764
F -7.169 30.410 30.902 -0.1819 1.8776 1.0614
F -5.236 29.283 30.181 0.8967 0.8169 0.1682
F -6.855 28.244 31.248 -0.6508 -1.7387 1.8838
F -7.212 29.037 29.222 -1.4575 -0.5234 -2.9225
C -8.321 25.239 33.929 -1.9845 4.1882 2.5663
O -8.817 26.151 34.588 -0.7031 -0.4821 1.1952
N -8.407 23.985 34.050 -1.7020 -6.9333 2.3539
N -7.591 25.529 32.954 5.0118 3.5823 -6.4457
H -8.837 23.607 34.883 0.0169 -0.1015 -0.3476
H -7.871 23.380 33.446 -0.1884 0.0569 0.4697
H -7.440 26.515 32.799 0.0901 -0.0578 -0.1307
H -7.218 24.942 32.221 0.1383 -0.3282 0.4349
C -10.861 26.425 31.056 -2.9055 3.2565 1.9411
O -11.821 27.021 31.508 -1.1092 0.7674 0.3696
N -11.005 25.493 30.186 -0.2914 -4.5885 -3.5440
N -9.635 26.747 31.311 4.1293 0.0654 0.6113
H -11.888 25.350 29.716 0.3095 -0.1246 0.4462
H -10.202 24.913 29.988 -0.4858 0.0309 -0.5636
H -8.972 25.989 31.238 0.2034 0.6359 -0.0558
H -9.396 27.514 31.923 -0.4364 -0.1180 0.1305
C -10.327 29.909 33.038 -1.2200 -3.0949 1.3226
O -11.389 29.929 33.623 -0.2226 0.6332 0.9525
N -10.037 30.424 31.916 -0.4343 4.7460 -4.7723
N -9.338 29.023 33.202 1.7052 -3.6040 3.6165
H -9.090 30.261 31.605 -0.4603 0.9441 -0.8356
H -10.664 31.166 31.639 0.6748 0.2209 -0.5834
H -9.552 28.221 33.777 0.4066 0.1250 0.5036
H -8.411 29.049 32.801 -0.2124 0.3380 0.1238
C -1.490 25.427 31.541 0.5566 0.3292 -1.6760
O -2.713 24.849 31.225 -1.3929 0.1782 0.2398
C -3.846 25.673 31.570 -0.2255 0.4444 -1.3823
C -4.921 25.569 30.434 0.4716 -2.0370 1.2725
N -5.472 24.184 30.516 -0.3973 0.7120 0.7956
C -6.596 24.080 29.649 0.4290 -1.1738 -1.6348
C -6.939 22.576 29.316 -1.4968 3.7453 -0.6385
O -5.914 22.016 28.471 -0.4829 0.6441 2.1624
C -5.520 20.785 29.003 -0.9394 -1.9959 -0.8240
H -1.208 25.391 32.594 0.0668 -0.0282 -0.0175
H -1.433 26.423 31.103 -0.2778 0.7169 0.7172
H -0.789 24.968 30.843 0.5163 -0.7530 0.7200
H -3.559 26.721 31.656 0.2848 0.1126 -0.0582
H -4.223 25.366 32.545 -0.3816 -0.1570 -0.1164
H -4.552 25.673 29.414 0.6321 0.5549 0.0894
H -5.763 26.252 30.539 0.2296 0.2430 0.3881
H -4.806 23.489 30.210 0.4547 0.1895 0.0693
H -6.378 24.524 28.678 0.3921 0.0050 -0.6798
H -7.401 24.765 29.916 -0.6403 -0.5806 0.7643
H -7.861 22.740 28.758 -0.0418 -0.5306 -0.8190
H -7.385 22.165 30.222 1.3214 -1.3580 0.2161
H -5.347 20.693 30.075 0.5103 0.7094 0.0504
H -4.755 20.299 28.397 0.5135 0.6445 0.1786
H -6.359 20.110 28.831 -0.3613 -0.4304 0.1785
C -8.633 34.112 35.366 0.8917 -0.0149 -2.0918
O -8.424 33.295 34.184 0.4400 -0.2429 -0.8061
C -7.632 33.862 33.076 0.8943 0.2329 1.4314
C -6.400 32.962 32.858 1.2365 -1.2984 1.6006
N -5.501 32.848 34.083 -0.9832 0.2215 1.2666
C -4.197 32.193 34.179 0.0782 -0.4612 -1.1412
C -4.238 30.644 34.051 -0.5251 -0.5393 1.4635
O -5.068 29.943 35.100 1.6648 1.0949 -0.6542
C -4.828 28.534 35.138 0.1443 0.6636 -0.8031
H -8.914 35.049 34.884 -0.4027 0.5490 1.0928
H -7.701 34.216 35.922 0.1045 0.1217 0.0363
H -9.382 33.660 36.016 -0.1381 0.0230 -0.4498
H -7.314 34.884 33.283 0.1758 0.1508 0.6619
H -8.184 34.014 32.149 -0.4875 -0.8599 0.0287
H -5.675 33.192 32.077 -0.9075 0.0893 -0.7283
H -6.801 31.949 32.877 -0.1886 -0.0132 -1.5487
H -6.003 32.138 34.596 -0.7121 0.6157 0.8978
H -3.685 32.548 35.073 -0.4630 -0.4246 0.6235
H -3.456 32.534 33.456 -0.2474 -0.0113 -0.7779
H -3.225 30.266 34.189 0.1756 -0.0795 -0.2266
H -4.638 30.337 33.084 0.0647 0.0614 -0.1821
H -5.231 28.130 34.209 -1.0121 -0.6463 0.4151
H -5.135 28.169 36.118 -0.7631 -0.1585 -0.4826
H -3.809 28.160 35.034 0.8959 0.8805 0.2531
C -8.616 27.324 27.195 -0.8810 0.8885 1.1520
O -9.371 26.788 26.131 -0.9136 -1.4093 -1.2837
C -9.329 25.360 25.813 1.1797 0.1434 -0.7735
C -10.186 24.846 24.567 -0.6109 0.3300 0.7157
N -11.269 23.878 24.907 0.6505 -0.0252 -0.0792
C -12.193 23.480 23.781 0.4966 -0.7340 2.8030
C -12.523 21.900 23.961 0.3263 2.4348 -0.1965
O -13.489 21.689 24.985 0.7667 -0.2645 -0.2398
C -13.530 20.293 25.358 -0.4997 1.5093 -0.3567
H -9.127 27.148 28.141 0.2105 -0.6172 0.3225
H -8.708 28.409 27.154 -0.1009 0.0816 -0.5723
H -7.541 27.200 27.324 0.1141 -0.9297 -0.6299
H -9.479 24.644 26.622 -0.6080 0.4299 0.6417
H -8.277 25.201 25.576 0.1813 -0.2714 -0.3442
H -9.582 24.300 23.842 0.5208 0.1928 0.2046
H -10.588 25.702 24.025 0.0002 0.4288 0.0431
H -11.791 24.195 25.712 -0.1246 0.0921 -0.1047
H -11.699 23.778 22.856 -0.2555 -0.5118 -0.1983
H -13.071 24.096 23.974 -0.4850 -0.3157 -0.7579
H -11.583 21.457 24.290 0.1438 -0.1668 -0.3343
H -12.858 21.529 22.992 -0.1205 -0.4179 -0.0626
H -14.080 19.787 24.564 -0.0712 -0.4842 0.1905
H -14.067 20.303 26.307 0.0085 -0.4341 -0.1262
H -12.535 19.862 25.465 0.0860 0.0534 0.0803
C -8.986 32.485 27.101 -1.7022 -0.5802 -0.1626
C -9.136 32.323 28.622 1.6313 -0.2772 -0.0715
O -7.776 32.389 29.079 -0.2899 1.2081 0.1944
O -10.184 33.003 26.473 0.2800 -0.1760 0.0916
H -8.751 31.491 26.722 0.1701 -0.0033 -0.3911
H -8.217 33.183 26.769 0.1107 -0.0833 0.7295
H -9.476 31.377 29.045 -0.6090 -0.4261 -0.9689
H -9.851 33.047 29.012 0.5504 0.7058 0.2805
H -7.507 31.549 29.456 -0.1581 -0.1139 0.2722
H -10.905 32.384 26.608 -0.0038 -0.1138 0.0312
```
Positions in Å, forces in eV/Å.

Output
Total charge: -1
Energy relative to the best compared isomer or geometry (same formula, charge and spin) in kcal per mole: 66.9

Here are the Löwdin charges for atoms 1 to 5, given in e: -1.473, 0.143, 0.128, 0.128, 0.198